Model one:
Density functional theory data (the ωB97M-V functional and the def2-TZVPD basis) for 2 unconnected molecules or ions with the total composition C4H13N3.

Calculated values
E_HOMO: -18.620 eV

```
! wB97M-V def2-TZVPD RIJCOSX def2/J DEFGRID3
* xyz 2 1
C -1.016 0.749 0.376
C 1.236 0.236 0.007
C 2.412 -1.525 0.017
C 1.924 1.481 -0.284
N 0.048 -0.167 0.118
N -2.336 0.193 -0.346
N -2.825 -1.036 0.273
H -1.111 0.680 1.437
H -0.793 1.765 0.080
H 2.675 -1.649 1.056
H 3.166 -1.305 -0.722
H 1.676 -2.151 -0.451
H 2.503 1.643 -1.187
H 2.683 1.660 0.439
H 1.185 2.246 -0.341
H 0.019 -1.149 0.541
H -3.115 0.864 -0.257
H -2.074 0.076 -1.391
H -3.163 -1.703 -0.463
H -3.664 -0.904 0.910
*
```

Model two:
Density functional theory data (the ωB97M-V functional and the def2-TZVPD basis) for a gas-phase ion, C4H13N3 (charge +2).

Calculated values
SMILES: N/C=[NH+]\CCC[NH3+]
E_HOMO: -18.637 eV

```
! wB97M-V def2-TZVPD RIJCOSX def2/J DEFGRID3
* xyz 2 1
N -2.289 -2.107 1.615
C -2.344 -1.377 0.533
N -1.399 -0.554 0.115
C -0.059 -0.422 0.704
C 0.623 0.877 0.238
C 1.340 0.563 -1.085
N 2.198 1.763 -1.500
H -3.111 -2.611 1.923
H -1.526 -2.070 2.276
H -3.225 -1.512 -0.068
H -1.768 0.093 -0.569
H 0.560 -1.299 0.519
H -0.250 -0.371 1.770
H -0.093 1.675 0.086
H 1.374 1.150 0.975
H 0.604 0.411 -1.873
H 2.068 -0.232 -1.006
H 2.693 2.061 -0.655
H 2.927 1.408 -2.121
H 1.676 2.556 -1.874
*
```

The calculated energies rank the structures as follows, beginning with the most stable: model two, model one.